Density functional theory data (ωB97M-V with the def2-TZVPD basis set) for an isolated molecule of CH6N3PS at a distorted geometry.

CARTESIAN COORDINATES (ANGSTROEM)
C -1.248 -1.380 0.685
N -0.071 -0.866 0.606
N -0.235 1.401 -0.573
N 2.017 -0.081 -0.141
P 0.507 -0.209 -0.829
S 0.218 -1.149 -2.470
H -1.675 -1.630 1.587
H -1.897 -1.444 -0.075
H -1.145 1.433 -0.966
H 0.399 2.203 -0.773
H 2.031 0.921 0.141
H 2.784 -0.360 -0.738

The HOMO energy is -8.88 eV. Its HOMO-LUMO gap is 9.5 eV. As for the SMILES: C=NP(N)(N)=S. The energy above the lowest of the compared OMol25 structures with the same formula, charge and spin comes out at 17.0 kcal/mol.